Record 1
Below is a structure of composition C19H45N6O9PtTi in a non-equilibrium geometry, with properties calculated with the ωB97M-V functional and the def2-TZVPD basis.

Output
gap between HOMO and LUMO (alpha / beta)	5.329 / 6.448	eV
highest occupied orbital energy (alpha / beta)	-0.400 / -0.491	Eh
total charge	+2
2S+1	6
expectation value of S²	8.76

CARTESIAN COORDINATES (ANGSTROEM)
1 Pt -1.69561 -0.42242 -3.21229
2 Ti -3.04427 -1.87546 0.97805
3 O -6.34137 1.15876 1.10751
4 O -0.62012 0.52535 -1.58485
5 O -2.70596 4.86328 -0.20363
6 O -1.05294 0.00051 0.58292
7 O 3.01294 -2.98464 1.36390
8 O -2.07806 -0.98462 -1.09756
9 O -0.12101 -1.76106 -3.73720
10 O -0.80558 0.89696 -4.78368
11 O -2.86875 -1.54130 3.38933
12 N -0.80105 -0.73816 3.65795
13 N -5.31955 -0.12759 -0.40758
14 N 0.15553 2.53542 -3.57992
15 N 1.93541 -0.94810 -3.42067
16 N -1.19359 3.24533 -0.13993
17 N 3.17241 0.06722 1.44329
18 C -1.90302 -1.33707 4.13116
19 C -1.24167 -0.15141 -0.64646
20 C -3.62399 2.66646 -0.06637
21 C 1.93260 -2.08292 1.13593
22 C 3.74759 1.27110 0.70308
23 C -7.51191 -0.79635 0.53918
24 C 4.36320 -0.66440 2.03941
25 C -2.48634 3.65873 -0.16615
26 C 2.73069 2.06411 -0.12724
27 C -0.46218 2.98929 -5.93304
28 C -1.88386 -1.86445 5.56474
29 C 1.59326 -2.34930 -5.31725
30 C -6.32865 0.12192 0.47606
31 C 2.47143 -4.16964 1.97670
32 C 5.16564 0.09326 3.09731
33 C 2.45196 -0.85244 0.42233
34 C -0.38724 2.07904 -4.69336
35 C 2.23867 0.51622 2.56152
36 C 1.06054 -1.70374 -4.09251
37 H -0.50824 3.91066 -0.44314
38 H -5.31155 -1.02116 -0.87806
39 H 1.74064 -4.62921 1.30829
40 H 2.53904 1.53548 -1.04733
41 H 3.32909 -4.82290 2.11655
42 H 2.00061 -3.98652 2.94501
43 H 1.61166 -0.27050 0.04943
44 H -8.49422 -0.33644 0.54649
45 H 2.21789 -0.28395 3.29457
46 H -2.37942 -2.82573 5.70426
47 H -4.55679 2.91561 -0.55776
48 H 4.53281 0.15971 3.98256
49 H 5.40887 1.09928 2.76113
50 H -4.47713 0.39137 -0.54954
51 H -0.98567 2.45173 -6.71090
52 H -7.44983 -1.67598 -0.10361
53 H 2.33278 -3.09898 -5.01874
54 H 2.61450 1.48201 2.87695
55 H -3.85093 2.55878 0.99794
56 H -7.47662 -1.24457 1.54176
57 H -0.78136 3.95347 -5.54815
58 H 1.24007 0.57512 2.12771
59 H 0.87886 -2.89949 -5.92551
60 H -0.83415 -2.09311 5.75803
61 H -0.02893 -0.50318 4.25623
62 H -2.39657 -1.21553 6.27084
63 H 2.08739 -1.66138 -6.00316
64 H 4.02545 -1.60618 2.46822
65 H 0.59379 3.06169 -6.21104
66 H -0.75681 -0.47567 2.68132
67 H 6.07718 -0.43654 3.35578
68 H 1.63253 -0.48236 -2.58313
69 H 1.42973 -1.75926 2.05362
70 H 4.24848 1.88987 1.43984
71 H 0.52738 3.47047 -3.56675
72 H -3.27406 1.66100 -0.35154
73 H 2.89352 -0.78252 -3.67711
74 H 3.22103 2.99190 -0.42171
75 H 1.19044 -2.64115 0.55852
76 H -1.00225 2.25924 -0.12873
77 H 0.08635 1.95788 -2.75127
78 H 4.96483 -0.97258 1.18239
79 H 1.82266 2.27808 0.43137
80 H 4.49709 0.78891 0.07707
81 H 3.26470 -1.06528 -0.26934


Record 2
Below is a structure of composition C19H46AsF6O16 in a non-equilibrium geometry, with properties calculated with the ωB97M-V functional and the def2-TZVPD basis.

Output
gap between HOMO and LUMO	9.671	eV
highest occupied orbital energy	-0.280	Eh
total charge	-1
relative energy (zero: lowest compared OMol25 entry of this formula, charge and spin)	1.420	eV

CARTESIAN COORDINATES (ANGSTROEM)
1 As -0.37408 -0.65592 1.05494
2 F -0.10913 -2.40450 1.22350
3 F -0.98391 -0.57237 2.71213
4 F -2.00909 -0.92632 0.52438
5 F 1.28472 -0.38618 1.66948
6 F 0.33345 -0.76163 -0.57349
7 F -0.61625 1.08924 0.75982
8 O 1.48902 2.51077 2.35247
9 O -0.08981 3.56433 -4.19043
10 O -4.71206 2.54239 -0.93148
11 O 1.23015 1.99201 -5.12056
12 O -0.44331 6.16409 -0.00256
13 O 3.99688 -1.99781 -2.64006
14 O 6.00461 -1.13124 -3.18202
15 O -5.11397 2.35015 2.02880
16 O 1.61771 6.92630 0.45037
17 O 5.26195 -1.25130 -0.98787
18 O 1.25998 4.83329 -0.19440
19 O -1.81305 -4.07200 -0.42075
20 O 1.75226 -1.67137 4.57474
21 O 0.89034 1.94793 -2.96873
22 O 1.30884 -4.81497 1.53218
23 O -4.61168 -2.83918 3.73836
24 C 2.47832 -3.35172 -1.42973
25 C -3.78083 1.51422 -1.03048
26 C 0.41462 -5.68436 2.19816
27 C 4.05986 -1.61809 -0.33632
28 C -2.87046 -3.54419 -1.27995
29 C 5.14824 -1.40791 -2.36034
30 C -3.44251 -2.74480 2.94339
31 C 2.74360 -2.63327 4.18060
32 C 1.15915 2.23275 3.70262
33 C 0.87416 6.02919 0.12118
34 C 3.12921 -1.99838 -1.51292
35 C -3.94508 1.80023 2.50422
36 C -1.03131 4.91311 -0.32770
37 C 0.15658 4.15495 -0.79572
38 C 1.86510 0.77839 -4.69803
39 C 1.54252 0.68926 -3.18929
40 C -2.11842 5.28221 -1.32043
41 C 0.58794 2.56601 -4.12445
42 C 3.34620 0.83258 -5.12584
43 H -3.74101 -3.23124 -0.69928
44 H 3.78921 1.79396 -4.85189
45 H 1.39112 -0.07227 -5.19025
46 H -1.31546 -3.28813 -0.16814
47 H -1.41580 4.54201 0.62512
48 H 2.37568 -1.24352 -1.72103
49 H 3.71654 -2.14067 4.24764
50 H -3.61595 -3.25485 1.99074
51 H 0.08605 2.03561 3.74043
52 H 2.64189 -2.84676 3.11438
53 H 0.75706 -0.01101 -2.90846
54 H -0.43797 -5.98034 1.58378
55 H -3.89548 1.93859 3.58589
56 H -2.76943 1.92540 -1.06795
57 H 1.41012 3.11946 4.28214
58 H 4.19625 -2.41667 0.39028
59 H 0.96789 -6.57290 2.49873
60 H 1.94074 -3.55680 -2.35990
61 H 2.62633 -3.54614 4.75942
62 H -3.06030 2.25153 2.04848
63 H -3.17054 -4.40557 -1.87306
64 H -1.72616 5.76591 -2.21446
65 H 1.47567 -1.25028 3.75623
66 H 1.07147 1.88856 1.75125
67 H 3.54849 0.84903 -6.19605
68 H 3.65521 -0.70534 0.10077
69 H -3.90086 0.93706 -1.95472
70 H -3.34195 -1.71811 2.58574
71 H -2.57471 -3.13828 3.46422
72 H 3.21010 -4.15657 -1.36626
73 H 0.79299 -4.12598 1.10146
74 H -4.62169 3.17617 -1.64539
75 H 3.89068 0.05390 -4.59211
76 H 0.25678 4.01440 -1.86898
77 H -2.40920 -2.66662 -1.72971
78 H -2.53880 4.35478 -1.72255
79 H 1.73322 1.36722 4.03860
80 H 0.19135 3.19888 -0.27109
81 H -2.92961 5.85061 -0.87054
82 H -5.11487 2.52028 1.08262
83 H 2.47283 0.45109 -2.67706
84 H -3.89785 0.71187 2.39199
85 H -5.39742 -2.83012 3.18973
86 H -3.88333 0.73573 -0.27654
87 H 1.66742 -3.40852 -0.70631
88 H 0.02285 -5.16126 3.07429


Record 3
Below is a cluster of 4 separate species, C19H46B3O17PS3 in total in a non-equilibrium geometry, with properties calculated with the ωB97M-V functional and the def2-TZVPD basis.

Output
gap between HOMO and LUMO	9.618	eV
highest occupied orbital energy	-0.378	Eh
SMILES	CC(=O)OCCCCCCCCB1OBOB(P(=O)(O)O)O1.CCOS(C)(=O)=O.CCOS(C)(=O)=O.CCOS(C)(=O)=O

CARTESIAN COORDINATES (ANGSTROEM)
1 S -1.52443 -1.98788 4.68929
2 S 3.58208 -2.24686 4.68613
3 S -2.35405 -2.37867 -5.31332
4 P 0.80038 6.75645 3.42752
5 O -3.20280 -2.50482 -4.14751
6 O -0.43867 -3.17008 4.98196
7 O -0.93564 4.32829 3.27465
8 O -0.93620 -2.10712 -5.20758
9 O 2.36044 7.18828 2.69693
10 O -2.57146 -3.68688 -6.26382
11 O 1.67821 3.99687 3.11972
12 O -2.62608 -2.12340 5.61838
13 O -0.39537 7.53160 2.72356
14 O -0.72309 2.08169 -6.51528
15 O -3.04903 3.00556 -6.32984
16 O 2.56228 -1.25502 4.95350
17 O 0.84630 7.14690 5.14078
18 O 0.10362 2.02651 3.24627
19 O -1.73050 -1.88936 3.25987
20 O 4.87218 -1.50914 4.01268
21 O 4.04975 -3.16390 5.70383
22 C 3.09653 -3.19228 3.26508
23 C -1.76372 0.96856 0.95369
24 C -1.94642 2.70078 -7.04875
25 C 0.56638 1.22472 -4.39267
26 C -1.63567 0.91510 -0.67944
27 C -0.72576 2.10237 -1.34857
28 C -0.51364 -0.62236 5.20174
29 C -1.08917 -5.01477 3.54141
30 C -2.58224 -5.58835 -4.75203
31 C 5.47359 -0.42308 4.70301
32 C -2.06741 3.02639 -8.68290
33 C -3.08152 -1.18396 -6.40529
34 C -1.90810 -4.89558 -5.92208
35 C -0.87896 -4.52044 4.96087
36 C 6.31303 -0.90385 5.87247
37 C 0.80617 1.56660 -1.65672
38 C -0.64624 2.17010 -5.04633
39 C -2.08759 2.44841 1.58044
40 C 1.36090 1.94858 -3.15474
41 B -0.96439 2.92627 2.72588
42 B 1.35599 2.62241 2.68877
43 B 0.47417 4.83937 3.25800
44 H -2.21386 3.30280 0.76105
45 H -2.69747 0.27992 1.23463
46 H -0.84813 -4.71054 -5.71548
47 H 4.71439 0.29616 5.02973
48 H -1.06287 0.29821 4.99316
49 H 7.02463 -1.67029 5.54904
50 H 0.41677 -0.63684 4.63141
51 H -0.19894 -4.83066 2.93149
52 H 2.77999 -2.50890 2.47395
53 H -1.29501 2.43569 -2.34359
54 H 0.08499 0.17631 -4.11816
55 H 6.86524 -0.07184 6.32045
56 H 0.96514 0.42249 -1.44773
57 H 0.39157 6.36551 5.59983
58 H 2.48399 1.54797 -3.20027
59 H -4.09875 -1.49757 -6.64620
60 H 2.26563 -3.83702 3.55923
61 H 3.94160 -3.80125 2.93927
62 H -1.08548 -0.11291 -0.93540
63 H -1.31051 -6.08659 3.53360
64 H -0.61556 3.07300 -0.70466
65 H -0.31625 -0.70764 6.27266
66 H 1.36412 1.00331 -5.23311
67 H 6.12121 0.09378 3.98698
68 H 1.51473 2.13429 -0.88205
69 H -2.69892 0.82078 -1.21328
70 H -2.13744 -6.57286 -4.57661
71 H -1.78781 -4.64084 5.56081
72 H -0.09630 -5.12113 5.43614
73 H -3.01140 2.39239 -9.04027
74 H -3.10212 -0.22362 -5.88574
75 H 2.50693 6.49626 1.97932
76 H 2.00983 1.97968 1.95261
77 H -1.09369 2.76539 -9.27718
78 H -1.95688 -5.54829 -6.80006
79 H -0.38740 3.27526 -4.69871
80 H -3.12455 2.41388 2.16066
81 H -2.39082 4.16674 -8.80144
82 H -2.47838 -5.00411 -3.83361
83 H -3.65390 -5.71015 -4.93940
84 H 1.45843 3.12290 -3.34466
85 H -1.63686 1.80160 -4.49363
86 H 5.68786 -1.35010 6.65068
87 H -2.47190 -1.10947 -7.30856
88 H -0.82624 0.43002 1.40188
89 H -1.92346 -4.49575 3.06163


Record 4
Below is a structure of composition C19H46F2NNiO19P3S2 in a non-equilibrium geometry, with properties calculated with the ωB97M-V functional and the def2-TZVPD basis.

Output
gap between HOMO and LUMO (alpha / beta)	9.076 / 8.884	eV
highest occupied orbital energy (alpha / beta)	-0.331 / -0.335	Eh
2S+1	3
expectation value of S²	2.00

CARTESIAN COORDINATES (ANGSTROEM)
1 Ni -5.75735 18.21657 -6.78462
2 S -2.78297 16.99712 -6.30491
3 S -3.81304 17.10348 -4.16434
4 P -6.07036 20.84760 -4.58982
5 P -8.65729 16.64235 -5.56391
6 P -3.55100 20.41350 -8.72781
7 F -5.28741 17.50626 -3.58676
8 F -3.23895 16.66378 -7.73484
9 O -6.61914 20.16330 -3.23290
10 O -2.02886 18.23113 -6.56956
11 O -2.89554 19.65489 -10.06220
12 O -7.32438 17.26081 -5.95040
13 O -7.31083 21.82591 -4.86880
14 O -8.58587 15.63138 -4.29206
15 O -4.33631 19.48090 -7.89797
16 O -4.41948 21.75111 -9.20428
17 O -3.01029 18.19101 -3.63972
18 O -2.15623 15.67852 -6.13933
19 O -2.34995 20.98645 -7.86414
20 O -4.91718 21.83551 -3.90651
21 O -5.65801 19.91928 -5.67623
22 O -7.28272 18.75504 -8.32877
23 O -3.74594 15.70885 -3.69539
24 O -6.29406 16.96156 -8.59568
25 O -9.77662 17.76330 -5.19297
26 O -7.98512 17.49311 -10.02514
27 O -9.35604 15.76324 -6.71668
28 N -4.26432 17.28007 -5.86621
29 C -7.43448 23.93955 -6.13362
30 C -10.46144 13.48919 -6.83705
31 C -7.88086 13.72899 -3.24001
32 C -3.53076 18.45034 -10.66030
33 C -7.92778 19.61741 -3.18424
34 C -5.46652 23.34730 -10.64732
35 C -1.93537 22.75074 -6.24757
36 C -5.25719 22.84538 -2.94152
37 C -2.46163 21.33102 -6.47146
38 C -11.37365 19.57161 -5.39587
39 C -4.91847 21.93123 -10.47319
40 C -3.43724 18.63331 -12.19874
41 C -10.07233 18.88847 -5.98430
42 C -9.19619 14.36015 -6.85457
43 C -8.77482 20.36451 -2.05467
44 C -7.36989 15.09680 -3.85736
45 C -7.21123 17.71841 -9.00393
46 C -3.96900 23.58178 -2.69856
47 C -7.62849 22.39935 -6.06603
48 H -7.06572 13.31403 -2.64717
49 H -7.93845 18.52883 -3.12954
50 H -4.07946 22.01303 -11.16419
51 H -8.64687 14.13781 -7.76940
52 H -8.61123 19.74917 -4.02307
53 H -8.55272 21.42912 -1.98134
54 H -10.17140 12.46083 -7.05257
55 H -2.40461 18.51863 -12.52832
56 H -5.51537 21.12734 -10.90398
57 H -10.31259 18.55087 -6.99247
58 H -8.39099 13.08261 -3.95419
59 H -12.21390 18.92856 -5.65774
60 H -3.02006 23.12048 -2.42504
61 H -8.24949 20.06385 -1.14817
62 H -5.99956 23.51235 -3.37986
63 H -6.94557 15.86514 -3.21105
64 H -6.86875 22.01078 -6.74420
65 H -3.16451 17.51045 -10.24731
66 H -4.14831 24.34669 -1.94300
67 H -2.23985 22.92115 -5.21493
68 H -7.25609 24.30067 -7.14647
69 H -6.01089 23.56556 -11.56609
70 H -3.47645 21.45401 -6.09317
71 H -9.82057 20.09746 -1.90240
72 H -6.45017 24.18523 -5.73504
73 H -6.65127 14.88434 -4.64890
74 H -2.26471 23.58812 -6.86275
75 H -7.60777 16.61931 -9.89998
76 H -9.19745 19.53423 -6.05970
77 H -6.17104 23.48163 -9.82652
78 H -3.82479 19.61647 -12.46573
79 H -10.72068 13.64934 -5.79051
80 H -0.84660 22.73466 -6.19839
81 H -3.74843 24.14217 -3.60708
82 H -11.33211 19.73028 -4.31828
83 H -8.58572 14.11943 -5.98424
84 H -8.66081 13.93892 -2.50808
85 H -11.13915 13.96378 -7.54667
86 H -8.56417 22.04678 -6.49998
87 H -4.77553 24.17729 -10.79482
88 H -4.01589 17.84650 -12.68268
89 H -1.86429 20.68134 -5.83176
90 H -11.66731 20.55401 -5.76569
91 H -8.11878 24.53218 -5.52648
92 H -5.70221 22.29706 -2.11122
93 H -4.60807 18.37941 -10.51037


no.,E_tot (a.u.)
1,-2724.86994
2,-4790.52407
3,-3641.11870
4,-5764.51899